No. 1
Formula: CH5OS
Source: the Open Molecules 2025 dataset
Level of theory: wB97M-V/def2-TZVPD

frontier orbital gap = 6.97 eV
energy = -14001.22421 eV
spin multiplicity = 1
net charge = -1
relative energy (zero: lowest compared OMol25 entry of this formula, charge and spin) = 0.581 eV

The geometry in XYZ format:
```
8
Properties=species:S:1:pos:R:3:nbo_charge:R:1
C 1.31178 -0.19693 0.41307 -0.75
S 0.63453 0.43935 -1.21936 -0.74
H 2.20560 0.52627 0.51244 0.20
H 1.75172 -1.16560 0.38061 0.16
H 0.49603 -0.37900 1.20100 0.17
H -2.20045 0.42088 0.33346 0.45
H -1.65818 0.08565 -1.00229 0.50
O -2.54102 0.26939 -0.61893 -1.00
```

No. 2
Formula: C9H21F3O3P2Pd
Source: the Open Molecules 2025 dataset
Level of theory: wB97M-V/def2-TZVPD

frontier orbital gap (spin up / spin down) = 5.01 / 7.02 eV
energy = -46021.66208 eV
spin multiplicity = 3
<S²> = 2.007

The geometry in XYZ format:
```
39
Properties=species:S:1:pos:R:3:nbo_charge:R:1
Pd -0.07706 1.47696 0.05521 -0.02
H 1.59008 -3.23706 0.04246 0.02
H 1.41496 -3.23706 -0.68909 -0.02
P 2.13596 1.40652 -0.20207 0.96
P -1.89362 0.21072 -1.17038 1.08
C -3.17459 0.63642 -0.01032 -0.98
H -4.13504 0.50236 -0.51147 0.23
H -3.11967 -0.03019 0.85812 0.28
H -3.07455 1.66607 0.32173 0.28
C -2.25136 0.84081 -2.80871 -0.96
H -1.47175 0.49590 -3.50454 0.25
H -3.21705 0.42175 -3.11020 0.22
H -2.28560 1.93079 -2.80817 0.27
C -1.99910 -1.56771 -1.31757 -0.99
H -1.99109 -2.05003 -0.33679 0.26
H -2.95710 -1.76143 -1.80956 0.23
H -1.19084 -1.96471 -1.93403 0.25
C 2.57322 2.50918 -1.55710 -0.97
H 3.65175 2.69342 -1.50060 0.22
H 2.32058 2.01259 -2.50002 0.24
H 1.99796 3.43322 -1.46620 0.26
C 2.83816 2.12584 1.29718 -0.96
H 2.72615 1.41667 2.12327 0.27
H 3.90238 2.32549 1.08621 0.21
H 2.29810 3.05082 1.53816 0.26
C 3.16138 -0.04394 -0.49398 -0.95
H 3.03210 -0.38198 -1.52861 0.24
H 4.18752 0.32318 -0.35237 0.22
H 2.93204 -0.82970 0.21375 0.26
C -0.30011 0.47794 1.84531 0.43
O 0.28346 0.78058 2.85505 -0.60
H -0.25976 0.41531 -1.34083 -0.06
F -0.68264 -3.61550 3.69785 -0.30
C -1.40332 -2.75150 2.94306 0.90
F -2.04524 -3.49988 1.99734 -0.32
F -2.36492 -2.20137 3.73027 -0.30
C -0.54256 -1.68563 2.29022 0.68
O 0.65569 -1.70120 2.16830 -0.50
O -1.26456 -0.59363 1.88913 -0.58
```

No. 3
Formula: CHF3NO6S2Tl
Source: the Open Molecules 2025 dataset
Level of theory: wB97M-V/def2-TZVPD

frontier orbital gap = 5.76 eV
energy = -49334.38007 eV
spin multiplicity = 1

The geometry in XYZ format:
```
15
Properties=species:S:1:pos:R:3:mulliken_charge:R:1
N -0.76051 0.87022 0.49206 -0.43
S -2.53017 0.06795 0.58603 0.67
O -2.66291 -0.02138 2.06987 -0.56
O -3.32521 1.20110 0.03003 -0.55
S 0.38208 0.17154 -0.15754 0.80
O 0.46733 -1.45426 -0.05286 -0.19
O 1.75542 0.64531 0.22233 -0.49
C 0.38580 0.24757 -2.03311 0.73
F -0.67516 -0.39889 -2.48274 -0.19
F 0.30058 1.52339 -2.36441 -0.19
F 1.48147 -0.27415 -2.54042 -0.21
O 1.00395 -1.77247 1.26210 -0.37
Tl 2.40471 -0.50136 1.73158 1.27
O 3.18272 -0.22390 3.36419 -0.62
H 2.71126 0.03144 4.15672 0.33
```

No. 4
Formula: C54H41N9O2PSeSiTl
Source: the Open Molecules 2025 dataset
Level of theory: wB97M-V/def2-TZVPD

frontier orbital gap (spin up / spin down) = 4.69 / 4.19 eV
energy = -161376.90626 eV
spin multiplicity = 1
net charge = -2
relative energy (zero: lowest compared OMol25 entry of this formula, charge and spin) = 0.000 eV

The geometry in XYZ format:
```
110
Properties=species:S:1:pos:R:3:mulliken_charge:R:1
Tl 0.20742 0.88520 0.01840 3.72
C 1.63146 -0.78965 3.95325 -1.16
C 2.97632 -1.15935 3.77954 -0.83
C 3.47507 -1.22849 2.51516 -0.66
C 2.66950 -0.89329 1.38252 -0.04
N 1.38432 -0.47314 1.58578 0.84
C 0.90638 -0.47005 2.83751 -0.31
N 3.26899 -1.04122 0.20541 -0.49
C 2.79412 -0.73717 -0.99725 -0.95
N 1.59060 -0.20321 -1.37160 0.28
C 1.61792 0.06464 -2.71721 -0.61
N 0.73903 0.62235 -3.52771 -0.24
C -0.39894 1.26256 -3.25744 -0.09
C -1.12479 1.70204 -4.40439 -0.87
C -2.18316 2.55283 -4.27941 -0.41
C -2.55972 2.97882 -2.99660 -1.17
C -1.86603 2.47267 -1.92371 -0.23
N -0.83604 1.63030 -2.02087 0.54
C 2.90033 -0.34934 -3.24653 0.22
C 3.46890 -0.24015 -4.51011 -0.25
C 4.77805 -0.65166 -4.67583 -0.66
C 5.51057 -1.17919 -3.59941 -0.61
C 4.95126 -1.29088 -2.34104 -0.26
C 3.63856 -0.86375 -2.16220 0.32
H 1.17807 -0.75170 4.93294 0.52
H 3.59424 -1.40268 4.63624 0.39
H 4.49179 -1.53101 2.31052 0.53
H -0.13420 -0.18297 2.93421 0.50
H -0.78133 1.34663 -5.36489 0.51
H -2.72110 2.90791 -5.15150 0.37
H -3.37474 3.67180 -2.84234 0.47
H -2.13744 2.77187 -0.91714 0.36
H 2.89148 0.17227 -5.32705 0.50
H 5.25875 -0.55298 -5.64268 0.40
H 6.53566 -1.49345 -3.76236 0.37
H 5.51045 -1.68545 -1.50225 0.49
O -1.26331 -1.40528 -3.01907 -0.77
C -1.40910 -1.74928 -1.85451 -0.31
O -1.46629 -0.96357 -0.84014 0.47
C -1.62111 -3.26107 -1.59244 0.31
C -1.81522 -4.08652 -2.69838 -0.63
C -2.09893 -5.42853 -2.54104 -0.68
C -2.18710 -5.96802 -1.27119 -0.70
C -1.95723 -5.18037 -0.16327 -0.26
C -1.65955 -3.82120 -0.29535 -0.27
P -1.38586 -2.81007 1.21403 1.91
C -0.56453 -4.21737 2.12628 -0.11
C 0.69636 -4.47362 1.57421 -0.67
C 1.57215 -5.36151 2.16600 -0.67
C 1.21127 -5.99972 3.34637 -0.54
C -0.03147 -5.75477 3.90385 -0.63
C -0.91755 -4.87153 3.30003 -0.07
C -3.11380 -2.87930 1.82724 0.29
C -3.38587 -2.67934 3.18288 -0.56
C -4.69046 -2.59127 3.63994 -0.80
C -5.75132 -2.65543 2.74821 -0.51
C -5.49208 -2.80154 1.39416 -0.76
C -4.19016 -2.93133 0.93895 -0.32
H -1.75038 -3.63746 -3.68107 0.48
H -2.26395 -6.05964 -3.40609 0.36
H -2.42594 -7.01773 -1.14587 0.42
H -2.01501 -5.61662 0.82579 0.37
H 0.97649 -3.95137 0.66389 0.34
H 2.54176 -5.54933 1.72334 0.41
H 1.89737 -6.68958 3.82329 0.36
H -0.31475 -6.25920 4.82056 0.39
H -1.89930 -4.71265 3.72872 0.48
H -2.56802 -2.55575 3.88310 0.55
H -4.88406 -2.44002 4.69518 0.37
H -6.77000 -2.54853 3.10080 0.37
H -6.31404 -2.80033 0.68793 0.40
H -3.99089 -3.05622 -0.11707 0.32
Se -3.70069 4.84172 6.06429 -0.02
N -1.93602 4.64526 5.69616 -1.04
C -1.84872 3.81987 4.65639 0.64
C -0.61047 3.39199 4.08472 0.58
C 0.63506 3.74845 4.61355 -0.61
C 1.78847 3.31250 4.00762 -1.28
C 1.67691 2.53360 2.84843 -0.50
N 0.52905 2.17205 2.33906 0.30
C -0.62166 2.55895 2.92491 -0.39
C -1.84387 2.11792 2.34928 -0.42
N -1.82967 1.34304 1.22233 0.73
C -2.97444 0.95865 0.69603 -0.78
C -4.22233 1.28680 1.22951 -1.36
C -4.27236 2.04676 2.37096 -0.73
C -3.08461 2.49531 2.95217 0.59
C -3.08374 3.33928 4.11054 0.78
N -4.19760 3.73497 4.72184 -1.01
H 0.66287 4.36934 5.49927 0.48
H 2.76329 3.54556 4.41245 0.42
H 2.56486 2.18688 2.32897 0.59
H -2.91305 0.34752 -0.19289 0.61
H -5.11234 0.92299 0.73884 0.54
H -5.21200 2.30996 2.83789 0.48
C 1.48761 5.72710 -3.01200 -1.01
Si 2.69031 5.00391 -1.73204 -0.13
C 4.25659 4.40661 -2.62069 -0.98
C 3.16115 6.35385 -0.47668 -1.03
C 1.88043 3.61665 -0.86085 -0.27
C 1.28385 2.67578 -0.37277 -0.71
H 1.88784 6.59194 -3.54352 0.33
H 0.55953 6.02846 -2.52631 0.30
H 1.23185 4.96416 -3.74727 0.29
H 4.78378 5.21249 -3.13395 0.30
H 3.99992 3.64424 -3.35603 0.28
H 4.94640 3.94912 -1.91170 0.32
H 3.63640 7.22318 -0.93367 0.29
H 3.84627 5.94826 0.26783 0.29
H 2.27212 6.69488 0.05360 0.29
```

No. 5
Formula: C2H3EuO2
Source: the Open Molecules 2025 dataset
Level of theory: wB97M-V/def2-TZVPD

frontier orbital gap (spin up / spin down) = 7.70 / 10.93 eV
energy = -25525.22472 eV
spin multiplicity = 9
net charge = +2
relative energy (zero: lowest compared OMol25 entry of this formula, charge and spin) = 0.477 eV
<S²> = 20.012

The geometry in XYZ format:
```
8
Properties=species:S:1:pos:R:3:nbo_charge:R:1
H 1.89494 -0.83443 -1.77313 0.23
C 1.10354 -0.00943 -1.21766 0.69
O 1.15458 0.75845 -0.27237 -0.69
O 0.09774 -0.87812 -1.21293 -0.60
C 0.46703 -2.12224 -1.77695 0.00
H -0.03127 -2.93281 -1.25506 0.21
H 0.61318 -2.07412 -2.85343 0.22
Eu -1.00497 0.60821 0.95282 1.94
```

No. 6
Formula: C7H12N
Source: the Open Molecules 2025 dataset
Level of theory: wB97M-V/def2-TZVPD

frontier orbital gap = 5.29 eV
energy = -8932.22734 eV
spin multiplicity = 1
net charge = +1
relative energy (zero: lowest compared OMol25 entry of this formula, charge and spin) = 4.775 eV

The geometry in XYZ format:
```
20
Properties=species:S:1:pos:R:3:nbo_charge:R:1
C 2.69163 -0.33887 -0.15850 0.09
C 1.54727 -1.15848 -0.30774 -0.41
C 0.75434 1.00523 -0.04468 -0.21
C 0.39343 -0.39972 -0.51871 -0.29
C -1.61780 0.08399 1.35173 -0.78
C -2.12156 -0.49384 -0.86823 -0.75
C -1.10193 -0.47520 0.15955 0.61
N 2.21334 0.86473 0.19154 -0.60
H 3.74661 -0.69229 0.04990 0.26
H 0.52210 1.80654 -0.76627 0.22
H 0.33124 1.36733 0.93551 0.20
H 0.20133 -0.40247 -1.49173 0.22
H -1.05334 0.92504 1.69033 0.29
H -2.68733 0.25137 1.16929 0.26
H -1.41793 -0.64352 2.20607 0.34
H -1.92043 -1.18379 -1.81608 0.29
H -1.84249 0.50179 -1.28381 0.32
H -3.17512 -0.46813 -0.52948 0.26
H 2.86791 1.65222 0.47434 0.43
H 1.66874 -2.20196 -0.44304 0.24
```

No. 7
Formula: C43H100N2O8P
Source: the Open Molecules 2025 dataset
Level of theory: wB97M-V/def2-TZVPD

frontier orbital gap (spin up / spin down) = 8.83 / 8.24 eV
energy = -74847.60966 eV
spin multiplicity = 2
<S²> = 0.755

The geometry in XYZ format:
```
154
Properties=species:S:1:pos:R:3:mulliken_charge:R:1
C 5.62532 -4.84457 1.93973 -0.76
O 4.45073 -4.14905 1.38943 -0.22
C 4.37053 -4.28312 -0.07997 -0.11
C 5.03497 -3.01518 -0.88589 -0.38
C 3.98759 -2.16796 -1.82344 -0.72
C 2.94757 -1.20169 -1.00371 1.31
C 3.64602 -0.17399 0.06544 -0.52
C 3.21159 -0.58587 1.59113 -0.07
C 1.65566 -0.15228 1.98943 0.30
C 1.34885 -0.90645 3.43429 -0.83
C 0.73502 -2.41570 3.29280 0.42
C -0.84126 -2.52180 2.89113 0.79
P -1.91529 -1.02044 3.51515 0.59
N -1.75061 -0.76969 5.11534 -0.84
C -1.44914 -3.82913 3.72132 -1.30
C -1.13992 -5.25106 2.95364 0.90
C 0.40890 -5.80208 3.23579 -0.75
C -2.10814 -6.37481 3.73186 -1.18
N -1.55557 -5.30477 1.50801 0.70
O -2.86756 -5.54236 1.34026 -0.55
C -1.03668 -4.17053 0.66640 0.74
C -2.02798 -4.14991 -0.68588 -1.11
C 0.48053 -4.45878 0.02124 -0.20
C -1.17792 -2.67229 1.30417 -1.38
H 5.64335 -5.98044 1.62423 0.32
H 6.64704 -4.28695 1.71294 0.26
H 5.50636 -4.81286 3.12690 0.21
H 3.24874 -4.51361 -0.37670 -0.13
H 4.98885 -5.24500 -0.37116 0.39
H 5.85098 -3.46809 -1.62185 0.34
H 5.64465 -2.35206 -0.11667 0.12
H 4.50500 -1.52049 -2.65760 0.29
H 3.32962 -2.97341 -2.40303 0.27
H 2.36450 -0.52854 -1.79444 -0.42
H 2.15174 -1.83530 -0.40166 -0.62
H 3.46544 0.96757 -0.16346 0.03
H 4.82836 -0.32432 -0.00137 0.30
H 3.31278 -1.76251 1.72917 -0.02
H 3.91414 -0.10997 2.40907 -0.04
H 0.96978 -0.50418 1.11084 -0.14
H 1.52798 1.03046 2.05478 0.18
H 0.76098 -0.20785 4.20063 0.42
H 2.42514 -1.03898 3.93600 0.25
H 1.47424 -3.02227 2.59788 -0.88
H 0.84424 -2.92067 4.36943 0.41
H -3.27043 -1.30710 3.10150 0.03
H -1.52330 0.18572 2.78470 0.07
H -1.07350 -1.50984 5.44898 0.31
H -1.08913 -3.85859 4.85259 0.29
H -2.62426 -3.65969 3.77034 0.31
H 0.39982 -6.97025 3.17977 0.37
H 0.64613 -5.51414 4.35829 0.24
H 1.21917 -5.27513 2.58003 -0.07
H -1.64266 -6.46005 4.82657 0.31
H -2.05634 -7.43506 3.22797 0.38
H -3.20550 -5.97472 3.89174 0.28
H -2.12602 -5.20986 -1.17947 0.35
H -3.08279 -3.64785 -0.44032 0.31
H -1.53521 -3.41584 -1.48816 0.19
H 1.35057 -4.13280 0.73000 -0.43
H 0.54635 -3.73705 -0.92730 -0.03
H 0.59830 -5.54792 -0.38966 0.35
H -2.32297 -2.36116 1.16945 0.48
H -0.58125 -1.94022 0.59053 -0.12
C 3.21048 4.16701 -3.07761 -1.23
C 2.06711 3.18868 -3.28338 0.02
O 1.72592 2.46248 -2.10551 -0.16
C 1.26834 3.22908 -0.99439 0.11
C -0.01150 3.99508 -1.27895 -1.37
H 4.06907 3.66754 -2.61658 0.33
H 3.52149 4.59925 -4.03278 0.23
H 2.91818 4.98839 -2.41756 0.33
H 2.37174 2.44607 -4.02843 -0.01
H 1.18368 3.69150 -3.69043 0.40
H 2.05990 3.89616 -0.63954 0.45
H 1.07601 2.51604 -0.18559 -0.13
H 0.15479 4.79104 -2.01125 0.29
H -0.39201 4.45740 -0.36328 0.43
H -0.77968 3.33015 -1.68705 0.29
C 5.53700 1.04949 6.33826 -1.14
C 6.30159 0.65768 5.08579 -0.26
O 6.21802 1.62860 4.04584 -0.34
C 6.75368 2.91785 4.33317 -0.36
C 8.24237 2.89727 4.63165 -1.03
H 4.50701 1.32798 6.09176 0.29
H 5.52010 0.22091 7.05176 0.39
H 5.99732 1.90883 6.83364 0.31
H 5.86763 -0.26448 4.68496 0.29
H 7.34864 0.43339 5.31456 0.32
H 6.19251 3.39175 5.14433 0.31
H 6.58513 3.52836 3.43962 0.30
H 8.45285 2.38288 5.57429 0.26
H 8.63005 3.91707 4.71349 0.38
H 8.78960 2.37133 3.84252 0.28
C 1.39934 -1.15895 -7.87668 -0.73
C 0.09616 -1.38436 -7.12988 -0.36
O 0.28084 -1.89934 -5.81388 -0.45
C 1.00932 -1.07818 -4.90467 -0.09
C 0.34080 0.25797 -4.63358 -0.13
H 2.02111 -2.06002 -7.85088 0.28
H 1.20255 -0.89263 -8.91892 0.38
H 1.98076 -0.34880 -7.42794 0.02
H -0.49491 -2.12851 -7.67417 0.36
H -0.50691 -0.47091 -7.10055 0.29
H 2.03823 -0.94418 -5.25236 0.26
H 1.06851 -1.63621 -3.96410 0.05
H 0.34865 0.89536 -5.52304 0.24
H 0.86392 0.79217 -3.83486 -0.40
H -0.70487 0.11699 -4.34119 0.33
C 3.79934 2.98876 -10.54365 -1.09
C 2.49616 2.76334 -9.79685 -0.33
O 2.68084 2.24837 -8.48086 -0.34
C 3.40932 3.06952 -7.57165 -0.25
C 2.74080 4.40567 -7.30055 -1.07
H 4.42111 2.08769 -10.51785 0.30
H 3.60255 3.25508 -11.58589 0.40
H 4.38076 3.79891 -10.09491 0.26
H 1.90509 2.01920 -10.34115 0.33
H 1.89309 3.67680 -9.76752 0.31
H 4.43823 3.20353 -7.91933 0.30
H 3.46851 2.51150 -6.63107 0.23
H 2.74865 5.04307 -8.19001 0.35
H 3.26392 4.93987 -6.50183 0.30
H 1.69513 4.26469 -7.00816 0.28
C -8.62706 0.22754 2.30684 -1.09
C -8.30164 1.05152 3.54050 0.20
O -8.09633 0.26216 4.70922 -0.45
C -7.01206 -0.66226 4.67146 -0.51
C -5.65939 0.00481 4.49527 -0.77
H -9.45212 -0.46342 2.50943 0.31
H -8.90532 0.87879 1.47356 0.34
H -7.76934 -0.37271 1.99094 0.30
H -9.15017 1.70960 3.75565 -0.10
H -7.44010 1.70420 3.36522 0.26
H -7.18419 -1.42061 3.90154 0.29
H -7.02004 -1.18695 5.63282 0.36
H -5.56485 0.45864 3.50402 0.29
H -4.85446 -0.72791 4.60563 0.30
H -5.51941 0.80050 5.23422 0.27
C -8.07121 5.44191 0.80382 -1.09
C -9.21458 4.46358 0.59805 -0.33
O -9.55577 3.73738 1.77592 -0.34
C -10.01335 4.50398 2.88704 -0.24
C -11.29318 5.26998 2.60248 -1.16
H -7.21262 4.94244 1.26485 0.28
H -7.76019 5.87415 -0.15135 0.40
H -8.36351 6.26329 1.46387 0.26
H -8.90995 3.72097 -0.14700 0.33
H -10.09801 4.96640 0.19100 0.32
H -9.22179 5.17106 3.24189 0.32
H -10.20568 3.79094 3.69585 0.29
H -11.12690 6.06594 1.87018 0.27
H -11.67370 5.73231 3.51815 0.39
H -12.06137 4.60505 2.19438 0.31
```

No. 8
Formula: C2H4N4
Source: the Open Molecules 2025 dataset
Level of theory: wB97M-V/def2-TZVPD

frontier orbital gap = 9.86 eV
energy = -8096.22124 eV
spin multiplicity = 1
relative energy (zero: lowest compared OMol25 entry of this formula, charge and spin) = 3.093 eV

The geometry in XYZ format:
```
10
Properties=species:S:1:pos:R:3:nbo_charge:R:1
N 1.96704 -0.33186 -0.19642 -0.80
C 0.78238 -0.14967 0.40320 0.38
N 0.06141 -0.40455 1.40662 -0.37
N -2.13339 -0.54520 -0.27444 -0.31
N -1.54189 0.53290 -0.40370 -0.15
C -0.38138 0.67879 0.45059 -0.06
H 2.09164 0.04729 -1.11951 0.41
H 2.58672 -1.07638 0.08038 0.41
H -2.95681 -0.50356 -0.89552 0.31
H -0.26827 1.70524 0.79653 0.18
```

Question: Which formula does entry 5 have?
Answer: C2H3EuO2